{"formula": "C39H34AsBiCl5N3O4S2", "method": "the ωB97M-V functional and the def2-TZVPD basis", "elements": ["Bi", "S", "C", "C", "C", "C", "C", "C", "As", "C", "C", "C", "C", "C", "C", "C", "C", "C", "C", "C", "C", "H", "H", "H", "H", "H", "H", "H", "H", "H", "H", "H", "H", "H", "H", "Cl", "C", "C", "C", "Cl", "C", "Cl", "C", "Cl", "C", "Cl", "C", "C", "C", "C", "C", "C", "C", "S", "O", "O", "N", "C", "C", "C", "O", "O", "H", "H", "H", "H", "H", "H", "H", "H", "H", "H", "H", "H", "C", "C", "C", "C", "N", "N", "C", "H", "H", "H", "H", "H", "H", "H", "H"], "coordinates": [[-0.525467, -0.338016, -0.806310], [0.961088, -2.398894, -0.477636], [1.252509, -2.204356, 1.272306], [2.569768, -2.399129, 1.701109], [2.890143, -2.409654, 3.044820], [1.896715, -2.228892, 3.999878], [0.593374, -2.021255, 3.587151], [0.259160, -1.981559, 2.234095], [-1.606693, -1.755187, 1.695138], [-2.284841, -0.336443, 2.842399], [-1.508311, 0.499520, 3.634351], [-2.096942, 1.544694, 4.333686], [-3.462426, 1.769222, 4.242447], [-4.241148, 0.954492, 3.430873], [-3.651670, -0.085322, 2.728976], [-2.314021, -3.376643, 2.512855], [-3.071653, -3.399351, 3.676355], [-3.497781, -4.615131, 4.199214], [-3.170527, -5.802223, 3.565086], [-2.416153, -5.779745, 2.399219], [-1.992833, -4.571712, 1.871204], [3.338200, -2.568096, 0.958396], [3.915461, -2.572120, 3.349222], [2.135344, -2.256618, 5.053848], [-0.186983, -1.907310, 4.330974], [-0.436325, 0.366046, 3.687728], [-1.480592, 2.190696, 4.944939], [-3.918190, 2.579646, 4.795396], [-5.304815, 1.129833, 3.340211], [-4.265935, -0.703267, 2.081286], [-3.329516, -2.479200, 4.185395], [-4.085667, -4.629455, 5.107658], [-3.503119, -6.745170, 3.976580], [-2.160989, -6.704121, 1.898855], [-1.404397, -4.558070, 0.959427], [-3.499098, 0.825358, -0.578294], [-3.520573, -0.519946, -1.686640], [-2.331662, -1.180482, -1.944845], [-2.367976, -2.242236, -2.833251], [-0.898528, -3.043169, -3.259406], [-3.561138, -2.658073, -3.424846], [-3.585715, -3.986842, -4.514388], [-4.746550, -1.984260, -3.130843], [-6.224037, -2.485793, -3.846673], [-4.730446, -0.898658, -2.257604], [-6.184784, -0.056863, -1.892281], [5.422123, 1.923598, -0.084601], [5.042529, 1.540912, -1.487673], [5.460160, 2.311093, -2.571475], [5.163964, 1.933025, -3.869761], [4.437178, 0.770719, -4.092482], [4.004708, -0.007337, -3.027883], [4.303297, 0.389239, -1.733944], [4.035215, 0.293261, -5.750463], [3.817836, -1.121700, -5.731547], [4.980850, 0.912811, -6.631124], [2.598558, 0.994570, -6.101033], [1.423305, 0.631825, -5.316608], [1.070598, 1.670089, -4.256693], [0.311929, 1.115418, -3.073848], [-0.458359, 1.817751, -2.418274], [0.525894, -0.119700, -2.775016], [5.405099, 3.004747, 0.050825], [6.434154, 1.581619, 0.141647], [4.749679, 1.472358, 0.644157], [6.036500, 3.211053, -2.395854], [5.507546, 2.517856, -4.711432], [3.443797, -0.911536, -3.207797], [3.951252, -0.212191, -0.905664], [2.700225, 1.964531, -6.360357], [1.618043, -0.331595, -4.849577], [0.584027, 0.481978, -5.998908], [0.491747, 2.497321, -4.668354], [1.985821, 2.098653, -3.833071], [-2.236050, 5.378087, 1.982167], [-1.303132, 4.275879, 1.619070], [0.042607, 4.264791, 1.326302], [0.351044, 2.919137, 1.043174], [-0.724738, 2.157233, 1.154906], [-1.715955, 2.998275, 1.498181], [1.656826, 2.328771, 0.624418], [-1.696536, 6.179238, 2.482993], [-3.019009, 5.025732, 2.654565], [-2.715670, 5.796946, 1.096467], [0.708622, 5.107939, 1.312626], [-2.630277, 2.627373, 1.698837], [2.478793, 3.004594, 0.854206], [1.671642, 2.147742, -0.452817], [1.839896, 1.381652, 1.133653]], "atomic_forces_ev_per_a": [[0.002, 0.175, -0.335], [-0.057, -0.105, 0.073], [0.010, 0.046, -0.133], [0.010, -0.008, 0.002], [-0.033, 0.017, 0.036], [0.009, 0.010, -0.031], [0.000, -0.005, 0.048], [-0.139, 0.015, 0.043], [0.132, -0.059, 0.123], [-0.033, -0.136, 0.018], [0.045, -0.005, 0.037], [0.007, -0.028, 0.062], [0.022, -0.003, 0.023], [-0.033, 0.049, 0.001], [-0.036, -0.080, 0.026], [-0.033, 0.054, -0.053], [0.020, 0.000, -0.006], [-0.012, 0.057, 0.012], [0.011, -0.003, -0.025], [-0.014, -0.016, 0.016], [0.005, 0.046, -0.033], [0.014, 0.008, -0.027], [0.026, -0.005, 0.007], [0.007, -0.006, 0.036], [-0.007, 0.014, -0.003], [-0.010, -0.031, 0.013], [0.015, 0.019, 0.007], [-0.016, 0.028, 0.018], [-0.030, 0.003, 0.002], [0.014, -0.001, 0.030], [0.010, 0.035, -0.011], [-0.007, 0.000, 0.013], [-0.012, -0.031, 0.011], [0.009, -0.018, -0.010], [0.004, 0.010, 0.001], [-0.011, -0.007, -0.091], [-0.090, -0.016, 0.114], [0.089, 0.134, 0.137], [0.127, -0.028, -0.136], [-0.023, -0.042, 0.019], [-0.032, 0.011, -0.004], [0.027, 0.013, 0.013], [0.041, -0.002, 0.018], [-0.003, 0.002, 0.000], [-0.011, -0.011, -0.021], [0.013, 0.004, 0.003], [-0.013, 0.012, 0.008], [-0.013, 0.015, 0.026], [0.010, -0.018, -0.015], [-0.023, 0.001, 0.001], [0.035, -0.056, 0.006], [-0.016, 0.066, -0.044], [-0.050, 0.006, -0.016], [-0.015, 0.034, -0.025], [0.024, 0.054, -0.008], [0.031, 0.001, 0.029], [0.056, -0.152, 0.013], [-0.071, 0.002, -0.017], [0.012, 0.091, 0.069], [-0.141, -0.101, -0.336], [-0.150, 0.202, 0.227], [0.217, -0.176, 0.135], [-0.005, 0.022, 0.002], [0.004, -0.002, 0.005], [-0.009, -0.005, 0.007], [0.014, 0.017, 0.004], [0.016, 0.019, -0.034], [-0.047, -0.081, -0.020], [-0.003, -0.057, 0.059], [0.010, 0.056, -0.051], [0.013, 0.009, -0.015], [0.001, 0.007, 0.042], [0.025, 0.009, 0.018], [0.021, -0.043, -0.029], [-0.016, 0.046, 0.004], [-0.020, -0.045, 0.031], [-0.064, -0.030, 0.024], [-0.041, -0.001, -0.073], [-0.031, -0.091, 0.015], [0.088, 0.041, -0.122], [0.037, 0.011, -0.008], [0.000, 0.015, -0.002], [-0.009, -0.010, 0.009], [-0.007, 0.000, -0.005], [0.052, 0.076, 0.009], [0.013, -0.012, 0.051], [0.023, 0.010, 0.015], [0.012, 0.001, -0.052], [0.001, -0.043, 0.018]], "total_charge": 0, "e_tot_ha": -7519.5516}